{
  "formula": "C3H9NO",
  "method": "ωB97M-V with the def2-TZVPD basis set",
  "charge": 0,
  "relative_energy_ev": 3.384,
  "e_homo_ev": -9.10,
  "smiles": "C=C.NCO",
  "orbital_gap_ev": 10.067,
  "elements": ["H", "O", "H", "H", "H", "H", "N", "C", "H", "C", "H", "H", "C", "H"],
  "positions_angstrom": [[-3.637, -0.231, 0.155], [2.294, -0.397, 2.213], [2.994, 1.008, 0.761], [-2.680, 0.134, -2.670], [3.253, -0.343, 2.330], [1.311, -0.345, -0.771], [2.039, -0.547, -0.106], [-2.824, -0.225, -0.563], [-3.401, 1.456, -1.700], [2.122, 0.393, 0.982], [-1.928, -0.786, -0.283], [2.111, -1.521, 0.116], [-2.818, 0.539, -1.665], [1.164, 0.863, 1.202]],
  "atomic_forces_ev_per_a": [[0.486, 1.053, 0.608], [1.189, 1.169, -1.021], [-0.280, 0.646, 0.684], [1.915, 0.406, 0.285], [-0.244, -0.431, 0.513], [-0.113, -0.200, 0.020], [-0.048, 0.465, -1.095], [0.895, 0.219, 0.153], [-0.780, -0.424, 0.016], [-0.597, -2.332, 1.111], [-0.749, -1.121, -0.678], [-0.192, -0.078, 0.398], [-1.744, -0.139, -0.374], [0.262, 0.767, -0.620]]
}

{
  "formula": "C3H9NO",
  "method": "ωB97M-V with the def2-TZVPD basis set",
  "charge": 0,
  "relative_energy_ev": 2.769,
  "e_homo_ev": -8.78,
  "smiles": "C=CO.CN",
  "orbital_gap_ev": 9.746,
  "elements": ["H", "N", "C", "H", "H", "H", "H", "H", "H", "O", "H", "C", "H", "C"],
  "positions_angstrom": [[-1.518, 0.877, 3.035], [0.151, 0.035, 1.882], [-0.865, 1.062, 2.169], [-1.582, 1.211, 1.360], [0.448, -0.493, 2.682], [-0.447, 0.525, -1.852], [-0.237, -0.542, 1.120], [1.067, -1.796, -3.100], [-0.305, 1.996, 2.303], [1.339, 0.103, -0.944], [-0.796, -1.587, -2.766], [0.344, -0.256, -1.831], [2.177, 0.170, -1.432], [0.225, -1.305, -2.627]],
  "atomic_forces_ev_per_a": [[0.382, -0.051, 0.109], [-1.310, 0.114, -1.355], [0.499, 0.350, 0.524], [0.387, -0.149, -0.330], [-0.259, -0.279, 0.062], [-0.037, -1.037, 0.831], [0.832, -0.091, 0.946], [-0.120, -0.742, 0.686], [-0.554, 0.109, 0.192], [0.670, 0.283, -1.693], [-0.321, 0.035, -1.249], [-0.713, 1.389, 0.843], [-0.056, -0.196, 0.436], [0.600, 0.264, -0.001]]
}

{
  "formula": "C3H9NO",
  "method": "ωB97M-V with the def2-TZVPD basis set",
  "charge": 0,
  "relative_energy_ev": 1.837,
  "e_homo_ev": -8.77,
  "smiles": "C=CO.CN",
  "orbital_gap_ev": 9.671,
  "elements": ["O", "H", "N", "H", "H", "H", "H", "H", "C", "H", "C", "H", "H", "C"],
  "positions_angstrom": [[1.598, 1.233, -0.064], [-0.443, -0.216, -2.162], [-0.307, -0.550, -1.217], [-0.507, -2.233, -0.021], [1.038, 0.497, -0.391], [-0.318, 1.483, 2.640], [0.000, -2.643, -1.592], [-1.734, -2.113, -1.241], [1.236, 1.507, 1.204], [-0.973, -0.050, -0.638], [-0.032, 1.644, 1.609], [1.999, 1.580, 1.971], [-0.888, 1.831, 0.970], [-0.668, -1.971, -1.068]],
  "atomic_forces_ev_per_a": [[0.715, 0.391, 0.034], [-0.015, -0.088, -0.097], [0.024, -0.206, 0.329], [-0.026, 0.084, 0.104], [-0.177, 0.114, -0.336], [0.401, 0.652, 0.247], [-0.191, 0.064, -0.600], [0.075, -0.506, -0.474], [-1.293, -0.333, 0.564], [0.053, 0.296, -0.089], [-0.342, -0.168, 0.123], [0.496, -0.303, -0.315], [0.201, -0.419, -0.442], [0.079, 0.421, 0.954]]
}

{
  "formula": "C3H9NO",
  "method": "ωB97M-V with the def2-TZVPD basis set",
  "charge": 0,
  "relative_energy_ev": 1.669,
  "e_homo_ev": -8.18,
  "smiles": "C/C=C\\N.O",
  "orbital_gap_ev": 9.159,
  "elements": ["C", "H", "H", "H", "C", "O", "C", "H", "H", "H", "H", "H", "N", "H"],
  "positions_angstrom": [[1.808, 0.073, -1.010], [2.391, -0.799, -1.262], [-6.378, 2.017, -0.678], [1.754, 1.478, 0.682], [2.041, -0.474, 1.451], [-6.893, 1.530, -1.321], [1.918, 0.427, 0.474], [1.245, -2.134, 2.038], [1.176, -2.009, 0.436], [-6.241, 0.933, -1.702], [2.468, -0.182, 2.398], [0.752, -0.002, -1.291], [1.790, -1.860, 1.223], [2.167, 1.003, -1.440]],
  "atomic_forces_ev_per_a": [[-0.863, 1.211, 1.531], [0.079, -0.130, -0.284], [0.001, 0.266, 0.261], [0.860, 0.066, 0.317], [-0.090, 0.149, -1.371], [0.155, -0.201, -0.146], [-0.381, -0.421, -0.362], [0.315, -0.545, -0.090], [0.073, 0.201, -0.261], [-0.156, -0.065, -0.115], [-0.605, -0.181, 0.487], [0.120, -0.351, -0.280], [0.209, 0.345, 1.162], [0.282, -0.344, -0.849]]
}

{
  "formula": "C3H9NO",
  "method": "ωB97M-V with the def2-TZVPD basis set",
  "charge": 0,
  "relative_energy_ev": 1.867,
  "e_homo_ev": -9.73,
  "smiles": "C=C.NCO",
  "orbital_gap_ev": 10.666,
  "elements": ["N", "H", "H", "C", "C", "H", "H", "H", "H", "H", "O", "C", "H", "H"],
  "positions_angstrom": [[2.492, -2.254, 2.564], [2.190, -3.100, 3.032], [0.023, -3.221, 1.232], [-1.501, 3.251, -2.280], [-2.746, 2.900, -2.575], [3.318, -2.514, 2.044], [-0.764, 3.544, -3.006], [-3.490, 2.801, -1.799], [-3.084, 2.756, -3.596], [-1.311, 3.372, -1.224], [0.927, -3.037, 0.949], [1.454, -1.883, 1.630], [0.634, -1.395, 2.158], [1.857, -1.219, 0.871]],
  "atomic_forces_ev_per_a": [[-0.155, 0.169, -0.315], [0.002, 0.046, 0.226], [0.285, 0.176, -0.012], [-1.034, 0.202, 0.492], [0.223, 0.155, -0.514], [0.123, 0.001, -0.012], [0.245, -0.299, -0.128], [-0.001, -0.282, 0.075], [0.000, 0.072, 0.033], [0.567, 0.152, 0.044], [-0.162, 0.062, -0.155], [-0.235, -0.716, 0.193], [0.080, 0.138, 0.037], [0.062, 0.124, 0.038]]
}

{
  "formula": "C3H9NO",
  "method": "ωB97M-V with the def2-TZVPD basis set",
  "charge": 0,
  "relative_energy_ev": 1.098,
  "e_homo_ev": -9.72,
  "smiles": "C[C@H](O)CN",
  "orbital_gap_ev": 10.748,
  "elements": ["H", "H", "C", "H", "H", "C", "N", "H", "H", "H", "O", "H", "C", "H"],
  "positions_angstrom": [[1.817, 1.078, -1.372], [1.386, 1.584, 0.306], [1.031, 1.160, -0.624], [-1.379, -1.385, 2.060], [-1.169, 0.719, 0.800], [-0.518, -0.152, 0.800], [-1.226, -1.403, 1.053], [-0.816, 0.239, -2.067], [0.215, 0.183, 1.552], [1.004, -1.011, -0.400], [-0.435, -0.519, -1.615], [-0.531, -2.153, 1.075], [0.304, -0.169, -0.462], [0.315, 1.829, -1.105]],
  "atomic_forces_ev_per_a": [[0.337, -0.088, 0.243], [0.146, 0.055, 0.068], [-0.407, -0.302, -1.067], [-0.842, 0.108, 0.036], [-0.744, -0.131, -0.341], [0.728, 0.674, -0.004], [0.654, 0.025, 1.249], [0.023, 0.183, 0.286], [-0.011, -0.669, 0.392], [0.207, 0.172, 0.271], [-0.183, -0.220, -0.468], [0.042, 0.001, -0.774], [0.176, -0.204, -0.237], [-0.126, 0.398, 0.347]]
}

{
  "formula": "C3H9NO",
  "method": "ωB97M-V with the def2-TZVPD basis set",
  "charge": 0,
  "relative_energy_ev": 0.953,
  "e_homo_ev": -9.01,
  "smiles": "CCNCO",
  "orbital_gap_ev": 10.061,
  "elements": ["H", "H", "C", "C", "H", "N", "H", "C", "H", "H", "H", "O", "H", "H"],
  "positions_angstrom": [[-1.278, -1.266, -1.090], [0.057, -0.226, -1.437], [-0.365, 1.557, 0.208], [-0.437, -0.742, -0.603], [-0.478, 1.951, -0.812], [-0.933, 0.286, 0.277], [0.040, -2.346, 0.797], [0.511, -1.734, 0.029], [1.351, -1.213, 0.508], [-0.813, 2.224, 0.934], [0.950, -2.352, -0.754], [1.071, 1.524, 0.500], [1.418, 2.378, 0.222], [-1.092, -0.040, 1.220]],
  "atomic_forces_ev_per_a": [[0.127, 0.004, 0.335], [0.110, -0.123, 0.194], [1.050, 0.211, -0.264], [-0.225, 0.082, -0.949], [-0.075, 0.036, 0.187], [-0.706, -0.247, 0.580], [-0.139, -0.148, -0.121], [0.752, 0.313, 0.088], [-0.223, 0.022, -0.089], [-0.389, 0.098, 0.062], [-0.137, -0.324, 0.105], [-0.403, 0.018, -0.136], [0.188, 0.004, 0.043], [0.070, 0.053, -0.035]]
}

{
  "formula": "C3H9NO",
  "method": "ωB97M-V with the def2-TZVPD basis set",
  "charge": 0,
  "relative_energy_ev": 3.731,
  "e_homo_ev": -9.45,
  "smiles": "C=N.CCO",
  "orbital_gap_ev": 10.172,
  "elements": ["H", "H", "C", "H", "N", "H", "O", "H", "H", "C", "H", "H", "C", "H"],
  "positions_angstrom": [[-3.126, 1.046, -0.551], [1.849, -0.869, 1.408], [-2.474, -0.637, 0.337], [2.711, 0.772, 1.216], [-2.296, 0.614, -0.001], [2.197, 0.762, -1.310], [0.320, 0.409, -0.434], [-0.442, 0.511, 0.260], [3.527, -0.809, 0.527], [2.491, -0.238, 0.683], [-3.335, -1.255, 0.644], [1.550, -0.965, -1.243], [1.660, -0.058, -0.662], [-1.481, -1.165, 0.377]],
  "atomic_forces_ev_per_a": [[1.149, -0.516, 2.267], [1.099, 0.914, -1.078], [2.090, 1.565, -0.122], [-0.443, -1.698, -1.130], [-2.353, -2.158, -1.609], [-1.082, -1.564, 1.087], [-1.002, 0.675, -0.354], [2.658, -0.393, -1.265], [-2.261, 1.275, 0.198], [0.462, -0.666, 0.453], [-0.219, 0.661, -0.953], [0.417, -0.338, 0.020], [0.487, 2.058, 1.699], [-1.003, 0.185, 0.785]]
}

{
  "formula": "C3H9NO",
  "method": "ωB97M-V with the def2-TZVPD basis set",
  "charge": 0,
  "relative_energy_ev": 1.145,
  "e_homo_ev": -8.61,
  "smiles": "C/C=C/N.O",
  "orbital_gap_ev": 9.579,
  "elements": ["H", "O", "H", "C", "H", "H", "H", "H", "H", "H", "H", "C", "N", "C"],
  "positions_angstrom": [[-1.354, -0.773, 0.916], [-1.378, -1.817, -2.532], [0.828, -0.527, 1.764], [-0.012, 0.555, 0.221], [-0.716, -1.154, -2.784], [2.060, 1.539, 2.516], [-2.042, 0.477, 0.160], [0.020, 1.439, -0.410], [-1.450, -1.640, -1.581], [1.979, 2.226, 0.899], [2.999, 0.810, 1.258], [0.897, 0.385, 1.174], [-1.246, -0.139, 0.135], [2.049, 1.293, 1.453]],
  "atomic_forces_ev_per_a": [[0.070, -0.081, -0.016], [0.412, 0.376, 0.144], [-0.099, 0.153, 0.276], [-0.841, 1.166, 0.866], [-0.276, -0.331, -0.107], [-0.049, 0.082, 0.032], [-0.014, 0.261, -0.256], [0.122, -0.093, -0.127], [-0.126, 0.049, -0.059], [0.061, -0.007, -0.131], [0.307, -0.016, -0.186], [0.197, -0.522, -0.408], [0.326, -0.864, -0.150], [-0.089, -0.172, 0.122]]
}

{
  "formula": "C3H9NO",
  "method": "ωB97M-V with the def2-TZVPD basis set",
  "charge": 0,
  "relative_energy_ev": 2.374,
  "e_homo_ev": -9.25,
  "smiles": "NCCCO",
  "orbital_gap_ev": 10.161,
  "elements": ["H", "H", "O", "C", "H", "H", "H", "H", "C", "N", "C", "H", "H", "H"],
  "positions_angstrom": [[1.467, 0.272, 0.277], [1.757, -2.049, -0.750], [-2.020, 1.047, 1.176], [1.115, -0.020, -0.680], [0.048, 1.952, -0.361], [0.739, -1.582, 0.323], [1.798, 0.511, -1.448], [-0.228, 0.173, 1.434], [-0.203, 0.806, -0.578], [0.995, -1.461, -0.577], [-0.897, 0.272, 0.644], [-0.897, 0.507, -1.451], [-2.436, 0.307, 1.613], [-1.237, -0.735, 0.378]],
  "atomic_forces_ev_per_a": [[1.576, 0.712, 0.885], [1.485, -0.303, -0.631], [1.031, -0.882, -1.005], [0.954, 2.549, -0.386], [-0.594, -2.418, -1.161], [-1.073, -1.138, 3.414], [-1.019, -1.727, 0.863], [1.600, -0.151, 1.582], [-0.862, 0.187, -0.842], [-1.254, 1.123, -3.536], [-1.711, 0.243, -0.829], [1.059, 1.425, 0.939], [-0.979, 0.344, 0.565], [-0.214, 0.036, 0.143]]
}